Formula: C49H141N21O16
Source: OMol25
Level of theory: wB97M-V/def2-TZVPD

Structure (XYZ):
```
227
Properties=species:S:1:pos:R:3:lowdin_charge:R:1
H 18.19906 14.81770 9.14171 0.1540
C 19.81566 20.00251 24.23378 -0.6568
N 21.11203 20.28502 23.83495 0.1435
H 18.56533 16.50199 24.71520 0.0718
C 15.55353 17.44340 16.62032 -0.6850
H 16.71125 21.07498 19.94652 0.1039
C 12.19891 13.89204 15.37534 -0.0527
C 17.62836 15.35052 23.00371 -0.4394
H 21.11844 15.36261 17.44661 0.0546
H 25.16340 21.14292 18.88079 0.0848
C 20.72053 12.78576 23.09214 -0.1259
C 18.57508 21.78739 17.15650 -0.0159
H 19.85200 13.47263 22.97962 0.0744
H 15.80561 14.46004 9.14382 0.1541
H 11.13409 14.83570 18.28817 0.0597
H 15.83441 13.19690 19.05510 0.0973
H 20.23690 18.14330 19.99171 0.0402
C 23.96789 14.41268 20.96082 -0.0812
H 19.28009 16.30426 22.33356 0.0541
H 11.31859 12.52183 12.96752 0.0592
H 11.61133 16.72960 16.99514 0.0392
C 16.10174 12.98447 15.65056 -0.0927
H 20.90473 10.30430 13.48301 0.0716
C 14.09107 12.56699 14.59899 -0.2904
C 23.43445 16.57063 16.84362 -0.5985
H 13.88270 18.35282 12.99228 0.1066
H 23.95234 11.88086 17.23911 0.0685
C 13.60858 14.47885 19.45132 -0.1940
H 16.81826 14.68927 19.17640 0.0705
N 18.68828 15.57328 17.03800 0.1718
H 21.47069 13.30354 23.69183 0.0934
C 19.32943 10.78300 18.50766 -0.4136
H 15.40688 18.76631 21.90643 0.0833
N 19.00670 14.56938 13.29083 0.2113
O 23.53771 19.96895 18.61768 -0.2380
H 13.43735 13.82088 18.56250 0.1301
H 21.77842 20.77200 18.58989 0.1070
C 16.39521 16.19595 22.75233 -0.2141
C 15.69611 18.54438 22.93113 -0.0564
H 22.78666 13.01071 16.48869 0.0655
H 21.16019 11.29560 19.44675 0.0553
H 17.45090 15.23763 25.18499 0.0921
H 25.08998 14.30771 20.90524 0.1103
O 10.91896 17.20499 15.11822 -0.1654
H 17.72826 9.44072 15.22127 0.0874
C 18.22790 18.78070 13.12426 -0.1334
N 17.09074 16.34800 8.22718 0.0411
H 21.35093 10.88022 17.68114 0.0917
H 16.04432 19.42862 23.43503 0.0750
C 23.84492 12.70798 16.53318 -0.0566
H 18.54797 15.89650 11.34227 0.0339
H 10.27224 16.19478 12.40832 0.0858
H 24.19482 18.42216 17.57030 0.0956
N 22.63232 19.16144 13.78399 0.0493
H 19.01385 9.33227 19.89269 0.0519
H 21.47768 14.20059 21.38756 0.1146
N 24.11688 11.96022 21.18364 0.0492
H 16.66642 12.35778 14.94190 0.0911
N 18.63367 15.61019 22.00888 0.0656
H 23.96299 10.23006 15.55211 0.1191
H 18.02316 19.46621 13.97677 0.0879
C 22.03071 17.17658 12.34998 -0.0384
H 15.64861 15.69497 10.54677 0.1326
H 14.94895 14.53058 12.16454 0.0829
H 13.87939 16.84652 12.21315 0.0295
C 22.58959 18.19590 20.80370 -0.0545
H 18.52314 19.40663 12.24275 0.1052
H 13.67579 13.84360 20.31604 0.1188
H 11.98240 18.39514 16.53126 0.1006
H 22.61093 16.80070 14.95219 0.0228
C 20.72460 11.34301 18.46391 -0.0623
H 20.16670 8.97798 18.98662 0.0709
H 17.82672 16.68472 7.62935 0.0660
H 21.12183 12.32334 13.98221 0.0627
N 19.22806 19.08500 23.38832 0.1528
O 22.45395 11.06667 14.41297 -0.2296
H 17.73664 17.32191 10.91665 0.0698
N 12.09474 12.18271 13.48842 0.0689
N 15.57322 17.95979 17.87586 0.1896
C 17.27934 9.29987 16.23832 -0.0853
H 17.35660 14.33523 22.83839 0.1106
C 21.52182 18.45706 13.06885 -0.3720
H 19.29155 15.18608 16.32314 0.0459
H 23.99617 11.83675 20.18509 0.0532
H 21.18835 16.80998 11.72526 0.0809
C 16.35500 14.98210 10.01665 -0.2433
O 19.23670 20.63475 25.12705 0.0000
H 21.61738 19.61679 23.31211 0.0571
C 23.80311 10.86909 14.69094 -0.2005
N 23.84449 17.85378 16.79036 0.1748
C 12.39053 16.19401 21.02633 -0.0459
H 24.39112 14.03878 14.21354 0.0428
H 15.84854 17.27020 18.59568 0.1040
H 12.98202 14.43384 15.89286 0.0624
H 12.01753 15.43250 21.70206 0.0807
H 21.82331 13.01492 20.11977 0.0983
O 14.85555 15.10762 19.22457 -0.2494
H 15.76438 12.95712 12.52714 0.0590
O 16.74148 17.53620 22.99586 -0.2045
H 23.66802 15.31868 21.45836 0.0678
C 12.86864 13.27359 14.17685 -0.4145
H 21.16937 19.09136 12.22125 0.1374
C 21.94244 13.24498 21.18209 -0.2096
H 15.07966 15.63056 17.29502 0.0808
H 21.69298 20.99606 24.25456 0.1031
O 23.52179 15.81452 17.82373 -0.0216
H 24.06964 21.11803 20.26162 0.0890
H 11.71691 17.00760 20.90688 0.0618
H 22.82250 17.50283 11.70148 0.0637
H 22.08653 17.67855 21.60204 0.0674
H 15.36805 18.93940 17.99786 0.0671
H 19.54402 21.81048 17.63683 0.0622
H 22.55791 16.42093 12.89100 0.0514
H 22.98814 13.33034 14.11704 0.0262
H 18.70516 15.48289 13.61521 0.1062
H 23.40795 19.36265 13.18919 0.0690
H 18.44080 14.16055 12.54786 0.0978
O 16.69154 14.14187 11.08224 -0.2088
H 24.37858 10.50583 13.80628 0.1405
O 21.14752 12.29398 21.86690 -0.1749
H 23.71330 11.13082 21.62635 0.0699
C 12.12625 17.10238 14.33301 -0.2123
H 19.02315 14.82597 24.66041 0.0430
C 12.52854 15.56537 19.62526 -0.4126
H 11.93648 15.36097 12.34427 0.0601
H 11.46058 18.36652 12.76257 0.1498
O 20.53602 14.43290 14.96628 -0.0495
H 12.84805 16.35708 18.89925 0.1223
H 12.61700 16.16321 14.42727 0.0784
H 16.77916 13.77098 15.93022 0.0606
N 22.91236 16.07165 15.58098 0.1485
H 22.80185 17.48003 20.02694 0.0600
H 23.57498 13.25492 22.67327 0.1328
C 24.34250 12.23772 15.15199 -0.3723
C 22.16031 19.82885 18.92250 -0.1858
N 13.38314 17.71453 12.28256 0.0434
H 19.63932 21.81465 22.03097 0.0943
H 10.36909 17.98174 17.06460 0.1121
H 11.79641 11.55121 14.15477 0.0355
H 19.61771 12.29282 13.12746 0.1056
C 15.92711 14.19109 19.51342 -0.0665
H 18.61269 11.34205 19.17096 0.1581
H 16.22975 9.01943 16.04985 0.0892
O 17.39244 10.55300 16.96813 -0.2157
C 19.99250 13.98042 13.92750 -0.6601
C 18.60751 21.94416 21.59932 -0.0521
H 17.25045 18.29911 12.98692 0.0853
C 24.11500 21.13650 19.16422 -0.0959
H 25.41924 12.25943 15.22908 0.1263
C 21.82186 9.96461 13.94097 -0.1371
H 14.80524 18.28494 23.45838 0.0727
H 13.29642 16.57798 21.52043 0.0680
N 11.20467 14.98279 19.30206 0.0333
C 20.31471 18.22811 14.00386 -0.2105
H 19.80120 19.79614 20.23438 0.0630
C 17.64668 21.00256 18.17113 -0.3762
H 18.18036 16.07786 21.23093 0.0440
C 18.76226 10.94414 17.09888 -0.2172
C 17.50239 21.62594 19.52624 -0.2563
H 16.00201 15.98040 21.74176 0.1089
H 16.26470 20.22215 16.76678 0.0608
H 17.72352 15.90629 16.85482 0.0709
H 19.35929 10.33265 16.42810 0.1064
N 20.41362 19.00765 20.47792 0.0641
C 18.23492 15.49673 24.42261 -0.0392
O 14.97082 13.52840 15.01826 -0.2086
H 22.13996 15.38372 15.60268 0.0409
H 19.20528 16.91808 10.06050 0.0966
H 23.64099 18.40742 15.95621 0.0792
H 14.87870 13.14421 11.05492 0.1009
H 14.53141 12.00322 13.77158 0.1135
H 13.88789 11.80435 15.40182 0.1537
H 24.42263 13.59303 16.85439 0.0730
H 23.56364 18.46362 21.25241 0.0921
H 17.81784 8.53574 16.71752 0.0515
C 11.22465 17.55745 16.43048 -0.1446
C 11.33719 16.27603 12.10636 -0.0548
N 19.23298 9.37233 18.93071 0.0604
H 12.82113 17.87016 14.79464 0.1156
H 17.87198 21.37052 22.13959 0.0698
H 11.34549 14.53843 15.08268 0.0860
C 19.28781 16.17997 18.11419 -0.6201
H 16.03565 14.12034 20.59023 0.0732
H 15.23421 15.79269 15.61899 0.0815
N 15.59767 16.06446 16.51613 0.1526
N 23.97891 13.15269 13.99677 0.0550
H 22.42568 20.03502 14.18025 0.0519
H 16.08445 21.74866 17.30866 0.0653
N 16.27988 20.81553 17.60662 0.0358
C 18.26468 16.46542 10.47571 -0.0632
H 18.55733 21.13028 16.33965 0.0392
H 21.20409 16.17786 18.78420 0.0616
H 19.56331 18.79854 22.44179 0.0775
H 23.69909 22.09901 18.73156 0.1084
H 13.22992 13.92782 13.36682 0.1119
H 21.56862 9.18117 14.69443 0.1071
H 20.41086 12.00450 23.66844 0.0547
C 17.55190 15.66525 9.43484 -0.4475
H 21.75088 19.05868 18.24472 0.1281
H 18.30012 22.99739 21.71700 0.0913
O 18.74501 16.86143 19.02344 -0.0338
C 12.05922 17.41556 12.85194 -0.4548
H 21.96831 20.23906 21.02356 0.1240
H 23.51311 14.50500 19.97679 0.0567
H 18.20430 22.74186 16.90384 0.0617
C 23.41716 13.21641 21.59748 -0.4377
H 10.42232 15.52857 19.67278 0.0756
H 18.09205 20.02497 18.39564 0.1361
H 20.59834 12.39401 18.23022 0.0731
H 20.46258 17.49645 14.81292 0.1211
C 15.52395 13.66783 11.76564 -0.0711
H 22.38182 9.47237 13.15772 0.0916
H 17.27564 22.70650 19.53062 0.1406
H 18.22787 19.02976 23.55913 0.0644
O 19.13907 17.78705 13.41062 -0.1982
H 11.72470 13.12750 16.00506 0.0929
N 20.56657 15.77254 18.15696 0.1982
H 15.87070 12.37126 16.51072 0.0777
C 21.81469 19.39530 20.33167 -0.4332
N 20.41301 12.81283 13.45488 0.1927
H 20.19040 19.18289 14.52696 0.1156
H 11.33922 16.40527 10.96339 0.0993
H 18.88994 12.00228 16.79254 0.1241
H 16.46327 17.13767 8.38533 0.0834
O 18.68376 21.47536 20.21837 -0.2191
O 15.54539 18.08996 15.59708 0.0116
H 15.64085 15.82094 23.47585 0.1335
```

Output
- F_max (eV/A) = 3.45
- total charge = 0
- orbital gap (eV) = 9.0